1.
Entry from OMol25: C31H44AsCdN3O3SSe3 as an isolated structure (wB97M-V/def2-TZVPD).

Structure (XYZ):
```
87
Properties=species:S:1:pos:R:3:forces:R:3
Cd 0.191 1.534 0.123 -0.66 -0.57 0.71
O -5.082 0.334 3.676 -0.52 -0.38 -0.16
C -3.809 0.871 3.956 0.58 0.10 0.17
C -2.746 0.696 2.841 -0.24 -0.16 0.20
C -2.454 -0.795 2.605 -0.07 0.36 -0.48
O -1.943 -1.457 3.732 0.07 -0.23 0.62
C -1.516 1.444 3.375 0.35 -0.03 -0.04
Se 0.281 0.878 2.773 -0.13 0.10 -0.23
C -3.328 1.321 1.574 0.05 0.09 -0.35
Se -2.545 0.859 -0.183 0.88 0.30 -0.26
H -4.959 -0.603 3.486 -0.01 0.05 0.01
H -3.419 0.429 4.886 0.02 0.11 -0.16
H -3.971 1.942 4.123 0.08 -0.09 0.00
H -1.748 -0.861 1.768 -0.19 0.01 0.16
H -3.366 -1.326 2.304 -0.02 0.01 -0.05
H -1.053 -1.092 3.857 0.16 0.02 -0.07
H -1.464 1.342 4.464 -0.11 0.08 -0.11
H -1.604 2.504 3.137 -0.08 0.00 0.12
H -3.295 2.411 1.645 -0.06 -0.07 0.12
H -4.372 1.014 1.468 0.13 0.10 0.05
C -0.618 4.670 1.594 0.06 0.03 -0.01
C 0.870 4.569 1.716 -0.67 0.59 0.88
C 1.578 5.203 2.690 -0.38 -0.41 -0.68
C 2.974 5.104 2.779 0.53 0.38 0.04
C 3.623 4.117 2.024 -0.21 0.44 0.22
C 4.975 3.773 2.224 0.27 -0.08 -0.09
C 5.516 2.675 1.596 0.07 0.18 0.18
C 4.731 1.870 0.792 -0.02 -0.31 -0.26
C 3.395 2.207 0.527 -0.10 0.10 0.05
S 2.533 1.078 -0.521 -0.31 -0.35 -0.14
C 2.876 3.386 1.055 0.55 -0.46 0.09
N 1.601 3.908 0.678 -0.01 -0.07 -0.39
H -1.059 4.902 2.564 0.00 -0.05 0.12
H -1.049 3.736 1.218 -0.18 -0.01 0.05
H -0.900 5.451 0.884 -0.21 -0.14 0.02
H 1.035 5.766 3.442 -0.13 -0.04 -0.02
H 3.523 5.666 3.523 0.07 -0.05 0.13
H 5.565 4.378 2.902 0.03 0.01 0.04
H 6.560 2.423 1.751 0.05 -0.05 0.03
H 5.131 0.973 0.342 0.06 -0.08 -0.06
C -2.413 0.645 -3.967 -0.43 0.44 0.25
N -1.481 -0.422 -4.180 0.64 -0.26 0.17
C -0.135 -0.274 -4.295 0.51 0.53 -0.58
Se 0.801 1.255 -4.528 0.12 0.22 0.13
N 0.413 -1.521 -4.361 -0.22 0.23 0.20
C -0.573 -2.465 -4.273 -0.44 -0.66 -0.03
C -0.535 -3.851 -4.300 -0.41 0.29 0.06
C -1.760 -4.516 -4.212 0.52 -0.09 -0.07
C -2.953 -3.823 -4.104 -0.42 0.32 0.06
C -3.001 -2.429 -4.070 0.54 -0.05 0.04
C -1.784 -1.759 -4.155 -0.34 -0.87 -0.08
H -1.913 1.590 -4.178 -0.01 -0.10 0.00
H -2.745 0.648 -2.923 -0.02 0.05 -0.11
H -3.275 0.524 -4.626 0.05 -0.01 -0.02
H 1.406 -1.672 -4.400 -0.03 0.15 0.03
H 0.398 -4.386 -4.375 0.12 -0.08 0.00
H -1.773 -5.597 -4.231 0.00 -0.03 0.03
H -3.880 -4.375 -4.035 -0.02 -0.03 0.02
H -3.931 -1.896 -3.954 -0.06 0.04 0.01
C 2.419 4.074 -1.645 -0.04 0.04 -0.14
C 1.295 4.146 -0.640 0.32 0.49 -0.22
O 0.159 4.463 -0.997 0.05 -0.08 -0.17
H 2.165 4.745 -2.464 -0.07 0.10 0.06
H 2.503 3.065 -2.051 0.06 0.03 0.04
H 3.369 4.349 -1.189 0.06 -0.03 -0.05
C 2.916 -3.781 -2.095 -0.05 0.01 0.17
C 1.800 -4.049 -1.095 -0.09 0.31 0.03
As 1.034 -2.288 -0.451 -0.19 -0.62 0.12
C -0.908 -2.720 -0.634 0.06 -0.03 0.11
C -1.488 -4.067 -0.220 0.11 0.02 -0.02
C 1.446 -2.575 1.475 0.01 0.14 -0.05
C 0.806 -3.761 2.180 0.01 -0.01 -0.14
H 3.394 -4.705 -2.433 0.04 0.03 -0.06
H 3.669 -3.139 -1.637 0.13 0.02 -0.13
H 2.522 -3.249 -2.961 0.08 0.03 -0.12
H 2.199 -4.603 -0.243 -0.11 0.01 0.04
H 1.025 -4.660 -1.561 -0.11 0.01 0.06
H -1.094 -2.587 -1.705 0.07 0.12 0.09
H -1.459 -1.923 -0.128 0.12 0.11 -0.15
H -0.864 -4.901 -0.547 -0.03 -0.07 0.04
H -2.472 -4.191 -0.678 -0.07 -0.06 -0.01
H -1.615 -4.130 0.857 0.02 -0.08 0.08
H 1.186 -1.654 2.002 0.02 0.05 -0.14
H 2.539 -2.654 1.522 -0.08 0.07 -0.18
H -0.229 -3.544 2.433 -0.12 0.00 0.03
H 1.329 -3.978 3.113 0.03 -0.02 0.10
H 0.829 -4.661 1.564 -0.03 -0.11 0.03
```
Forces are in eV/Å.

Summary:
highest occupied orbital energy = 0.0172 hartree
net charge = -2
2S+1 = 1
gap between HOMO and LUMO = 3.43 eV



2.
Entry from OMol25: C31H44BrCdN3P2 as an isolated structure (wB97M-V/def2-TZVPD).

Structure (XYZ):
```
82
Properties=species:S:1:pos:R:3:forces:R:3
N -6.565 4.954 -4.374 0.76 -0.22 -0.35
C -6.253 5.474 -3.192 0.20 -0.36 0.20
C -5.178 5.005 -2.426 0.32 0.19 -0.16
C -4.327 3.984 -2.909 -0.86 0.16 -0.89
C -4.715 3.384 -4.154 0.05 0.62 0.06
C -5.787 3.963 -4.859 0.10 -0.15 0.33
C -3.182 3.561 -2.124 -0.61 -0.13 -0.31
Cd -0.575 4.089 -1.474 0.52 0.31 0.07
P 5.090 -0.360 -0.153 2.54 0.03 0.41
C -2.240 2.629 -2.545 -0.12 -0.52 -0.02
C -1.585 1.637 -1.699 0.41 0.23 -0.65
C -0.454 0.897 -2.209 0.38 0.29 -0.39
C 0.179 -0.096 -1.537 -0.92 0.07 -0.57
C -0.261 -0.542 -0.185 -0.51 1.50 0.13
C -1.347 0.370 0.346 0.37 0.85 -0.15
C -1.984 1.340 -0.372 0.27 0.30 0.49
Br 1.406 -0.086 0.875 -0.88 -1.30 -0.35
H -3.129 4.009 -1.133 -0.36 -0.45 0.33
H -2.085 2.552 -3.628 -0.13 -0.31 0.32
H -4.989 5.477 -1.465 0.10 -0.05 -0.10
H -4.204 2.507 -4.588 -0.20 0.68 0.30
H -6.870 6.312 -2.847 0.21 -0.46 -0.03
H -6.032 3.635 -5.883 0.06 -0.05 0.70
H -0.069 1.279 -3.162 0.04 -0.59 0.18
H -2.727 2.028 0.065 0.31 -0.76 0.18
H 1.012 -0.637 -1.953 0.27 0.22 -0.17
H -1.467 0.373 1.412 -0.45 -0.19 0.04
P -0.873 -2.297 -0.228 0.13 -0.11 1.64
C 4.208 1.040 0.643 -0.69 -0.52 -0.35
C 5.149 2.242 0.581 -0.44 -0.19 0.23
H 3.983 0.716 1.678 -0.05 0.37 -0.27
H 3.255 1.208 0.094 0.83 0.31 0.43
H 4.674 3.093 1.070 0.26 0.18 -0.01
H 6.090 1.976 1.078 -0.17 0.33 -0.20
H 5.339 2.471 -0.472 0.18 0.12 0.25
C 4.184 -1.058 -1.553 -0.79 0.09 0.16
C 5.064 -2.136 -2.210 -0.34 0.09 0.01
H 3.918 -0.244 -2.256 0.10 -0.40 0.30
H 3.268 -1.463 -1.083 -0.10 -0.21 -0.72
H 4.641 -2.437 -3.173 0.13 -0.08 0.14
H 6.085 -1.768 -2.371 -0.29 -0.04 0.02
H 5.119 -3.009 -1.551 0.04 0.06 -0.30
C 5.054 -1.780 1.047 -0.28 0.51 -0.23
C 5.819 -1.554 2.373 0.08 -0.19 -0.09
H 5.533 -2.587 0.490 -0.11 -0.09 0.17
H 3.999 -2.059 1.192 0.12 -0.12 0.28
H 5.449 -2.288 3.112 0.28 0.46 -0.20
H 6.904 -1.743 2.226 -0.69 0.22 0.09
H 5.709 -0.531 2.790 -0.05 -0.59 -0.23
C -0.901 -3.177 1.391 0.48 0.37 -0.22
C -1.689 -4.495 1.215 -0.09 -0.36 0.09
H -1.332 -2.538 2.183 0.15 -0.24 -0.48
H 0.154 -3.354 1.664 -0.38 -0.01 -0.06
H -2.757 -4.406 1.468 0.42 0.18 -0.18
H -1.623 -4.901 0.189 0.03 0.09 0.49
H -1.285 -5.254 1.895 -0.02 0.17 -0.22
C 0.156 -3.184 -1.380 0.33 -0.70 -0.43
C -0.235 -2.990 -2.863 0.18 0.07 -0.03
H 0.060 -4.256 -1.150 0.02 0.30 0.15
H 1.210 -2.920 -1.150 -0.44 -0.03 -0.21
H -1.306 -3.206 -3.017 0.49 0.08 -0.02
H -0.020 -1.962 -3.186 -0.20 -0.49 -0.12
H 0.353 -3.689 -3.481 -0.28 0.34 0.24
C -2.597 -2.223 -0.709 0.11 -0.04 -0.69
C -3.529 -1.710 0.381 -0.31 0.35 0.30
H -2.881 -3.241 -0.989 0.07 0.03 -0.18
H -2.586 -1.620 -1.631 -0.41 -0.05 0.21
H -4.505 -1.455 -0.048 0.23 -0.12 0.06
H -3.701 -2.439 1.186 0.14 0.17 -0.37
H -3.124 -0.795 0.824 -0.41 -0.34 0.04
N -1.010 0.267 8.321 1.04 0.36 -2.78
C -0.629 0.430 7.223 -0.68 -0.11 2.01
C -0.252 0.660 5.830 -0.61 0.81 -0.04
C -0.854 -0.118 4.830 0.41 -0.04 -0.41
C -0.562 0.196 3.499 -1.00 0.37 1.41
N -0.046 1.368 3.123 1.67 -1.38 -0.47
C 0.685 2.000 4.032 -0.59 0.41 1.56
C 0.562 1.738 5.423 -0.01 -0.22 -0.33
H -1.599 -0.893 5.033 0.71 -0.02 0.21
H -0.790 -0.564 2.752 -0.42 0.49 -0.03
H 1.394 2.764 3.695 -0.68 0.09 0.07
H 1.007 2.436 6.143 0.03 -0.64 -0.29
```
Forces are in eV/Å.

Summary:
highest occupied orbital energy (spin up / spin down) = -0.4286 / -0.4286 hartree
net charge = +2
2S+1 = 1
gap between HOMO and LUMO (spin up / spin down) = 3.09 / 3.63 eV



Energy relative to the best compared isomer or geometry (same formula, charge and spin)
In order: 22.11 76.68
Unit: kcal/mol